Entry 1:
Below is a structure of composition C32H37Br40NO, with properties calculated with ωB97M-V with the def2-TZVPD basis set.

Geometry as XYZ:
```
111
Properties=species:S:1:pos:R:3:forces:R:3
C 2.210178 -0.816060 0.770771 -0.7 0.0 0.1
C 1.502983 0.521286 0.902483 0.7 -0.9 -0.2
C 1.035690 0.882041 2.162349 -0.8 0.7 -0.4
C 0.358265 2.081154 2.336624 0.0 0.1 -0.1
C 0.135263 2.918658 1.245393 0.9 0.7 -0.1
C -0.637596 4.222074 1.347589 -1.0 -2.4 0.5
C -2.140843 3.788278 1.642486 0.8 0.4 -0.5
Br -2.572959 1.980186 0.865897 -0.1 -0.1 0.3
O -3.080292 4.633613 1.121067 0.0 -0.4 0.5
C -4.369904 4.566215 1.738448 -0.4 1.0 0.3
C -5.518470 4.300793 0.741859 1.3 -0.7 -1.2
N -5.014507 4.729529 -0.589702 -0.7 0.1 0.0
C -5.970814 2.833177 0.639998 -1.0 0.5 0.5
C -6.310815 2.125955 1.956884 0.2 -1.2 -0.3
C -6.308414 0.612347 1.755930 0.1 0.1 0.2
C -5.650411 -0.205468 2.671635 -0.1 -0.3 -0.7
C -5.631919 -1.585332 2.480209 0.1 -0.2 -0.2
C -6.264886 -2.156178 1.388132 -0.3 -0.1 -0.4
C -6.922093 -1.350088 0.469558 0.0 0.4 0.0
C -6.931502 0.023224 0.658360 0.0 0.3 0.1
C 0.637736 2.562002 -0.000452 0.0 0.0 0.2
C 1.314776 1.360374 -0.189877 -0.3 0.8 0.2
H 1.480755 -1.597454 1.013387 0.1 -0.1 0.0
H 2.536720 -1.011926 -0.245669 0.3 0.1 0.1
H 3.021901 -0.918375 1.492566 0.1 0.1 -0.2
H 1.155152 0.243892 3.020216 -0.1 -0.3 -0.2
H -0.032068 2.362205 3.314250 0.2 -0.2 -0.3
H -0.515097 4.779306 0.434022 -0.1 -0.1 -0.1
H -0.296768 4.784232 2.216916 -0.1 0.2 -0.2
H -2.220886 3.692654 2.727783 -0.3 -0.4 -0.1
H -4.346162 3.883339 2.587826 0.0 -0.2 -0.2
H -4.541094 5.566614 2.151832 0.1 0.0 0.0
H -6.357675 4.971395 0.930887 0.0 -0.2 0.5
H -4.342396 4.042797 -0.920585 0.2 0.1 0.2
H -5.802287 4.633009 -1.225880 0.1 0.2 -0.1
H -6.893742 2.850026 0.046356 0.1 0.0 -0.1
H -5.268051 2.245993 0.051959 0.2 0.1 0.2
H -5.575950 2.304760 2.742230 -0.1 0.3 0.0
H -7.305943 2.376441 2.334616 0.1 0.4 0.0
H -5.125908 0.226476 3.507815 0.1 0.2 -0.2
H -5.106671 -2.248445 3.155722 0.1 0.2 0.1
H -6.271914 -3.225524 1.216077 0.2 0.0 0.2
H -7.415440 -1.752741 -0.406236 0.0 -0.2 0.1
H -7.413265 0.684789 -0.053285 -0.1 -0.2 -0.1
H 0.472186 3.246206 -0.826359 0.0 -0.1 -0.1
H 1.639278 1.135571 -1.207819 0.3 0.1 0.8
C 1.215932 4.786496 5.419340 0.1 0.0 0.0
Br 2.238191 5.059596 3.817468 0.0 0.0 0.0
Br 1.233411 6.335327 6.556692 0.0 0.0 0.0
Br -0.585366 4.215792 5.031039 -0.1 0.2 0.3
H 1.686562 3.980713 5.962986 0.0 0.0 0.0
C 1.195646 -2.107443 -3.515477 -0.1 0.0 0.0
Br 0.789877 -1.696406 -5.343945 0.0 -0.1 0.0
Br 0.739910 -0.663341 -2.324276 -0.3 -0.6 -0.7
Br 0.392335 -3.768547 -2.958997 0.0 0.0 0.0
H 2.266726 -2.238106 -3.452613 0.0 0.0 0.0
C -1.630494 8.347393 -0.521068 0.0 0.1 0.2
Br -1.628263 6.890832 0.731852 -0.2 1.5 -0.5
Br -1.285303 10.048066 0.321483 0.0 0.0 0.0
Br -0.408002 8.018087 -1.973896 0.0 0.0 0.0
H -2.622048 8.401228 -0.946935 0.0 0.0 0.0
C 4.970021 -0.555729 -6.615877 0.0 0.0 -0.1
Br 3.384898 0.211776 -7.391378 0.0 0.0 0.0
Br 6.309549 0.779072 -6.278979 0.0 -0.1 0.0
Br 4.584957 -1.584531 -5.034526 0.0 0.1 0.1
H 5.378354 -1.243323 -7.343903 0.0 0.0 0.0
C -5.308757 -1.094205 7.371080 -0.1 -0.1 0.0
Br -5.726288 -0.996130 5.490993 -0.1 -0.1 1.0
Br -5.766102 0.537330 8.287217 0.0 0.0 0.0
Br -6.111759 -2.630333 8.208112 0.0 0.1 0.0
H -4.238050 -1.213845 7.453361 0.0 0.0 0.0
C 5.720531 -4.860359 -7.310574 0.0 0.0 0.1
Br 4.143697 -4.057491 -8.071762 0.0 0.0 0.0
Br 7.102552 -3.555565 -7.019644 0.1 0.1 -0.1
Br 5.323724 -5.828601 -5.699374 0.0 0.0 0.0
H 6.097127 -5.570570 -8.033438 0.0 0.0 0.0
C 4.048410 0.671027 5.736803 0.2 -0.1 -0.2
Br 3.354090 0.833257 3.945020 0.5 0.3 0.6
Br 3.608607 2.189985 6.837520 0.0 0.0 0.0
Br 3.477136 -0.979788 6.534384 -0.1 0.1 0.1
H 5.126513 0.636947 5.667448 0.0 0.0 0.1
C -5.075917 -6.910293 8.852907 0.0 0.0 0.0
Br -6.446321 -7.683630 7.747830 0.0 0.0 0.0
Br -3.712593 -6.053277 7.800481 0.0 0.0 0.0
Br -5.816237 -5.714580 10.165884 0.0 0.0 0.0
H -4.602961 -7.719462 9.389821 0.0 0.0 0.0
C 5.417708 -4.703501 4.684934 0.0 0.0 0.0
Br 6.210598 -3.549058 6.004564 0.0 -0.1 0.0
Br 4.542059 -6.210938 5.496171 0.0 0.0 0.0
Br 4.232036 -3.733200 3.518514 0.0 0.0 0.0
H 6.220478 -5.090159 4.074271 0.0 0.0 0.0
C -1.921803 0.389930 -7.591692 0.0 0.0 0.1
Br -0.704390 -0.179214 -8.971747 0.0 0.0 0.0
Br -2.712541 -1.112418 -6.689220 -0.1 0.0 0.0
Br -1.073671 1.597723 -6.357629 0.0 0.0 0.0
H -2.721183 0.934414 -8.072368 0.0 0.0 0.0
C 8.763189 -7.512382 -8.827979 0.1 0.0 0.0
Br 9.458261 -6.487459 -7.358262 0.0 -0.1 0.0
Br 7.642039 -8.950040 -8.217980 0.0 0.0 0.0
Br 7.849916 -6.393211 -10.103845 0.0 0.0 0.0
H 9.605278 -7.954188 -9.340595 0.0 0.0 0.0
C 6.615903 5.204898 -6.865449 0.0 0.0 0.0
Br 5.054233 4.905943 -5.783300 0.0 0.0 0.0
Br 8.209463 5.332211 -5.794751 0.0 0.0 0.0
Br 6.789903 3.866222 -8.234448 0.0 0.1 0.0
H 6.486275 6.156166 -7.360405 0.0 0.0 0.0
C 4.644081 -8.312607 -1.906238 0.0 0.0 0.0
Br 4.086736 -6.861218 -0.773003 0.0 0.0 0.0
Br 3.488697 -8.503937 -3.431764 0.0 0.0 0.0
Br 6.484494 -8.133681 -2.438398 0.0 0.0 0.0
H 4.563805 -9.220685 -1.326705 0.0 0.0 0.0
```
Positions in Å, forces in eV/Å.

Properties
* strongest force on any atom: 2.7 eV Å⁻¹
* Kohn-Sham gap: 8.309 eV
* lowest unoccupied orbital energy: -0.24 eV
* calculated total energy: -104331.90344 hartree



Entry 2:
Below is a structure of composition C24H31BrCl2IrN4O4, with properties calculated with ωB97M-V with the def2-TZVPD basis set.

Geometry as XYZ:
```
67
Properties=species:S:1:pos:R:3:forces:R:3
Ir 0.888507 -0.356509 -0.237366 -2.2 1.7 2.8
C 3.275807 -1.409409 -2.174566 0.0 -0.1 0.2
C 2.335807 -2.614709 -2.245666 0.7 0.1 -0.3
N 1.017307 -2.302409 -1.688466 -0.3 0.7 -0.3
C 0.219707 -3.483109 -1.353166 -0.4 -0.3 0.3
C -0.709793 -3.282109 -0.129366 0.5 -0.6 -0.3
N -0.789193 -1.903209 0.360234 1.4 1.6 -0.8
C -1.097493 -1.841509 1.791834 0.1 0.2 0.9
C 0.155907 -2.044109 2.652634 -0.1 0.3 0.0
C 0.852407 -0.748909 3.094634 -0.5 -0.9 0.1
N 1.383707 0.070291 1.997634 -0.3 0.0 -2.2
C 2.824107 0.323591 2.027734 0.8 -0.4 -0.4
C 3.566807 -0.938509 1.582134 -0.2 0.7 0.9
N 3.033407 -1.404409 0.291334 -1.7 0.2 -0.7
C 3.979307 -1.293109 -0.820566 0.2 0.2 -1.0
H 2.715007 -0.491209 -2.365966 0.0 0.0 -0.2
H 4.038607 -1.498309 -2.947566 0.0 0.0 0.0
H 2.769707 -3.444309 -1.682266 -0.1 -0.1 0.0
H 2.236307 -2.947009 -3.286666 -0.1 0.0 0.2
H 0.503707 -1.747909 -2.373066 0.0 0.1 -0.1
H 0.898507 -4.308709 -1.123066 -0.1 0.1 -0.1
H -0.373893 -3.792009 -2.221466 0.2 0.1 0.1
H -0.334993 -3.902109 0.686534 -0.1 0.1 0.0
H -1.713993 -3.641209 -0.379066 0.1 0.1 0.2
H -1.510593 -1.398109 -0.153266 0.0 0.2 0.0
H -1.844393 -2.605809 2.040034 0.1 0.1 -0.2
H -1.533893 -0.868109 2.008234 -0.1 0.0 -0.1
H 0.866307 -2.656809 2.099434 0.1 -0.3 0.0
H -0.119393 -2.582109 3.560334 0.1 -0.1 0.0
H 1.671707 -1.026909 3.765034 0.0 0.2 -0.1
H 0.138107 -0.152309 3.669434 0.1 0.2 -0.1
H 0.891407 0.979991 2.025034 -0.6 0.5 0.0
H 3.159907 0.615591 3.030334 -0.2 0.0 -0.1
H 3.036207 1.144791 1.338634 0.0 0.0 0.1
H 3.429207 -1.711109 2.342134 0.1 -0.1 -0.2
H 4.636107 -0.725609 1.506034 -0.1 -0.1 -0.1
H 2.765907 -2.381409 0.380734 -0.1 0.1 0.0
H 4.749207 -2.071909 -0.743166 -0.1 0.1 0.2
H 4.471307 -0.320709 -0.760966 0.0 -0.1 0.1
Cl -1.477793 4.931591 -5.150966 -0.1 0.4 -0.2
C -1.170993 3.606191 -4.131366 0.5 -0.4 0.7
C -2.029093 2.492991 -4.160066 0.5 0.4 0.0
C -1.707993 1.375691 -3.439466 1.3 -0.3 0.9
Cl -2.719093 -0.000209 -3.434466 -0.3 -0.3 -0.1
C -0.476893 1.276991 -2.673466 -1.0 3.6 -1.1
O -0.117393 0.167991 -2.226466 1.5 -3.9 2.2
C 0.264207 2.513091 -2.505366 -0.3 -1.6 0.3
C 1.339607 2.593691 -1.545066 -1.3 0.8 -1.4
O 1.842307 1.677391 -0.901366 0.5 -2.2 1.9
C -0.081793 3.628891 -3.259166 -0.7 0.5 -0.6
H -2.924793 2.510191 -4.760766 -0.1 0.0 -0.1
H 1.706607 3.617991 -1.368466 0.4 -0.3 -0.1
H 0.509107 4.531091 -3.195066 0.0 0.1 0.1
Br -1.618093 3.357491 3.902134 -1.2 0.7 1.0
C -3.037593 2.699191 2.811234 0.7 0.2 0.3
C -4.345593 2.952391 3.193134 0.1 -0.1 0.0
C -5.382693 2.478391 2.406734 0.1 0.0 0.0
C -5.119593 1.755691 1.252334 0.1 -0.1 -0.1
C -3.810493 1.496691 0.884834 -0.2 0.1 0.0
C -2.756793 1.973791 1.656034 0.4 -0.2 -0.2
C -1.330193 1.644991 1.291834 0.3 1.9 2.9
O -0.435293 2.064191 2.049834 0.6 -1.2 -1.6
O -1.141893 0.927791 0.286434 1.5 -2.9 -3.2
H -4.548393 3.499791 4.101134 0.0 0.1 0.0
H -6.400093 2.674691 2.709034 -0.1 0.0 0.0
H -5.931693 1.384191 0.646234 -0.1 0.0 0.0
H -3.579993 0.928591 -0.003866 -0.1 0.0 -0.1
```
Positions in Å, forces in eV/Å.

Properties
* spin multiplicity: 2
* strongest force on any atom: 4.7 eV Å⁻¹
* Kohn-Sham gap (alpha / beta): 4.352 / 4.167 eV
* lowest unoccupied orbital energy (alpha / beta): -8.87 / -8.96 eV
* <S²>: 0.7761
* net charge: +2
* calculated total energy: -5051.19324 hartree



Entry 3:
Below is the ion C4H12NO with charge +1, with properties calculated with ωB97M-V with the def2-TZVPD basis set.

Geometry as XYZ:
```
18
Properties=species:S:1:pos:R:3:forces:R:3
C 0.351566 -2.287961 0.946053 -2.0 0.0 0.5
C 0.419911 -0.743874 1.107152 1.8 -1.3 2.6
C 0.355870 0.043364 -0.148312 1.9 -1.2 0.3
N -0.871034 -0.510859 -0.824194 0.2 -1.0 -0.6
C 0.342320 1.595309 -0.010766 0.7 -0.8 -1.2
O -0.518796 2.106362 -0.994158 0.0 1.5 -1.8
H -0.770896 -2.713279 0.856369 2.8 0.4 -0.1
H 1.184139 -2.790097 0.474248 -0.3 0.2 -2.2
H 0.778585 -2.685091 1.831201 -0.9 -0.2 2.1
H 1.411635 -0.655420 1.657613 -1.1 0.7 -0.9
H -0.317307 -0.436842 1.845848 -0.3 0.1 0.0
H 1.305557 -0.364419 -0.628669 -1.5 0.9 -0.6
H -0.646835 -0.370732 -1.851599 -1.3 -0.7 1.3
H -1.682332 0.053979 -0.526723 0.2 -0.1 -0.6
H -1.042117 -1.569316 -0.453998 0.7 2.8 -1.6
H 1.366173 1.961685 -0.232142 -0.5 -0.2 0.9
H -0.045295 1.830881 0.971980 0.2 0.4 0.3
H -0.111706 2.822741 -1.586271 -0.7 -1.6 1.6
```
Positions in Å, forces in eV/Å.

Properties
* SMILES: CC[C@@H]([NH3+])CO
* strongest force on any atom: 3.4 eV Å⁻¹
* Kohn-Sham gap: 11.599 eV
* lowest unoccupied orbital energy: -3.41 eV
* net charge: +1
* calculated total energy: -289.28998 hartree



Entry 4:
Below is a structure of composition C38H39N7O13Sr2, with properties calculated with ωB97M-V with the def2-TZVPD basis set.

Geometry as XYZ:
```
99
Properties=species:S:1:pos:R:3:forces:R:3
N 0.524813 4.641271 -1.821357 1.7 0.8 -1.3
H 0.083533 4.873566 -0.943063 -0.9 -0.4 1.4
H -0.081797 4.417158 -2.597173 -0.8 0.0 0.4
H 1.267311 3.959839 -1.754672 -0.1 -2.1 0.8
H 1.131486 5.398560 -2.101653 -0.5 1.4 -0.1
Sr 4.560556 3.710935 -3.065737 1.1 -1.8 2.6
Sr 1.466261 2.929508 -4.972227 -0.6 -1.7 0.2
C 0.603882 0.887035 -1.503071 1.7 1.2 -0.2
C 1.997719 1.043521 -2.138990 -0.8 -2.0 0.4
O 2.308888 2.327390 -2.595008 0.8 4.0 -2.5
H 0.516340 -0.189875 -1.359194 -0.8 0.2 0.0
H -0.105113 1.415802 -2.140114 -0.7 -0.7 -0.4
H 0.550145 1.433842 -0.561668 0.0 -0.3 0.4
H 2.041662 0.373790 -2.997836 0.0 -0.4 -0.2
H 2.724185 0.624585 -1.442689 0.4 0.5 0.0
C 1.315753 -3.107494 1.403302 -0.1 -1.4 -0.4
C 1.712357 -4.206941 0.613771 1.5 1.5 0.4
C 2.860543 -4.075944 -0.217377 -0.8 0.7 -0.1
C 3.454393 -2.783459 -0.361205 -1.2 -1.7 0.6
C 2.944148 -1.735343 0.363504 -0.2 1.2 -0.6
C 1.909351 -1.863258 1.279408 0.0 -0.8 0.2
N 4.620144 -2.523853 -1.211132 2.2 -3.0 0.5
O 5.468488 -3.427859 -1.337428 -2.1 1.7 0.5
O 4.753616 -1.421861 -1.678454 -0.3 1.5 -0.5
H 0.539470 -3.371849 2.106074 -0.2 0.6 0.2
H 1.214823 -5.139936 0.833768 0.2 -0.2 -0.5
H 3.142101 -4.917763 -0.832578 0.6 0.0 0.1
H 3.240525 -0.733176 0.091061 0.6 0.0 0.4
H 1.634557 -1.039581 1.921621 -0.2 0.1 -0.2
C -2.744077 1.852522 6.066852 0.0 0.3 -0.9
C -3.442995 0.845416 5.424661 -0.5 0.3 -1.4
C -3.117822 0.471345 4.111205 1.0 -0.7 -0.1
C -1.897391 0.898402 3.578849 -0.6 0.7 1.4
C -1.157168 1.847100 4.289337 0.6 0.4 -1.0
C -1.569386 2.399904 5.492359 -1.4 -1.1 0.6
N -1.379931 0.373170 2.290713 -3.5 -1.2 2.0
O -0.278363 0.655304 1.952256 2.3 0.8 -1.2
O -2.132645 -0.409468 1.721791 0.8 0.5 -0.4
H -3.306045 2.303923 6.871105 0.8 0.1 0.6
H -4.372533 0.500708 5.853047 0.0 -0.1 0.0
H -3.704372 -0.187088 3.487639 -0.3 -0.2 0.4
H -0.325240 2.229684 3.716694 0.5 0.2 0.5
H -1.076115 3.172498 6.063491 0.3 0.1 -0.5
C -5.170602 2.091182 1.246232 -0.4 -0.8 -0.6
C -4.971571 3.051409 2.185214 1.6 1.9 -0.1
C -3.764644 3.776553 2.161997 0.4 -0.5 0.5
C -2.705285 3.412654 1.296295 -1.8 0.7 1.1
C -2.920078 2.391720 0.364862 -0.9 -0.2 -0.2
C -4.184957 1.734418 0.319000 1.2 0.7 0.8
N -1.399096 4.152300 1.395377 -4.0 0.3 4.8
O -0.635817 3.829425 0.555472 3.9 0.1 -3.5
O -1.169106 4.888708 2.366659 -0.3 -1.3 -2.5
H -6.165312 1.672739 1.289159 0.1 -0.6 -0.5
H -5.772171 3.357088 2.842480 0.1 0.0 0.2
H -3.655333 4.562979 2.894107 0.3 0.2 -0.1
H -2.134136 2.147392 -0.334432 0.0 -0.3 0.0
H -4.355620 0.902018 -0.347625 0.1 0.1 -0.2
C -0.938586 -3.502809 -3.287415 1.6 -2.5 0.9
C -0.079970 -4.598526 -2.884460 -0.2 2.4 -0.8
C 1.307126 -4.454554 -3.005949 0.1 -0.4 -0.2
C 1.889464 -3.309730 -3.581508 -1.8 0.1 0.3
C 1.020808 -2.311966 -4.025719 -0.4 0.5 -0.5
C -0.384129 -2.379986 -3.894395 0.4 -1.3 0.6
N 3.336829 -3.221246 -3.815079 1.1 -1.5 -1.1
O 4.041651 -4.173769 -3.508469 -1.2 0.6 0.4
O 3.774344 -2.288087 -4.463016 -0.6 0.9 0.2
H -1.972635 -3.707700 -3.052526 -0.3 0.6 -0.6
H -0.508763 -5.515724 -2.508598 0.0 0.0 0.1
H 1.926421 -5.296534 -2.734046 0.2 0.1 0.0
H 1.355834 -1.466741 -4.608613 0.6 0.0 0.1
H -1.072723 -1.640591 -4.275897 0.3 0.3 -0.1
C 3.647710 0.560707 3.680362 0.3 -0.5 -0.5
C 2.999837 1.258969 2.658261 -0.2 0.4 1.6
C 3.640063 1.626997 1.522436 -0.4 0.3 -1.2
C 4.884492 1.113911 1.229960 0.5 0.6 0.3
C 5.537053 0.306389 2.193633 -0.1 1.0 -1.0
C 4.942245 0.069684 3.447143 -0.1 0.1 -1.4
N 5.581093 1.607057 -0.030954 -0.2 -2.4 2.2
O 6.663314 1.202421 -0.264291 0.9 0.0 -0.2
O 4.951182 2.325372 -0.816311 -1.3 1.9 -1.7
H 3.121583 0.389267 4.607837 0.2 -0.1 0.1
H 2.039399 1.736391 2.784876 -0.2 -0.4 0.4
H 3.052858 2.309707 0.926201 0.5 0.0 -0.6
H 6.531319 -0.014768 1.920307 0.1 -0.3 0.4
H 5.536202 -0.530773 4.120241 -0.3 0.1 0.4
C -2.845604 -0.236676 -2.781298 -0.6 -0.3 0.8
C -4.189595 -0.295026 -3.147266 1.4 0.3 0.5
C -5.007569 -1.256104 -2.558191 -0.8 0.0 -1.6
C -4.502078 -2.191343 -1.698547 -0.1 -0.1 0.5
C -3.158914 -2.096790 -1.305882 -2.5 -2.5 0.7
C -2.384230 -1.139974 -1.809257 1.5 1.5 -0.7
N -5.375634 -3.296580 -1.152685 -0.7 -2.3 1.2
O -4.873280 -4.017890 -0.273144 0.1 1.6 -1.2
O -6.511874 -3.519718 -1.563894 1.7 1.6 -0.3
H -2.182101 0.512359 -3.187630 0.1 0.1 -0.2
H -4.563859 0.416791 -3.868120 -0.3 -0.2 -0.1
H -5.981503 -1.305453 -3.022316 -0.5 -0.3 0.7
H -2.757384 -2.888496 -0.690764 0.0 0.2 0.4
H -1.382727 -1.201086 -1.409700 0.3 0.6 -0.4
```
Positions in Å, forces in eV/Å.

Properties
* strongest force on any atom: 6.2 eV Å⁻¹
* Kohn-Sham gap: 1.441 eV
* lowest unoccupied orbital energy: -15.39 eV
* net charge: +4
* calculated total energy: -2892.10362 hartree